Arrangement A

Here is C6H12N2O as an isolated structure from the OMol25 dataset. Energies are from ωB97M-V/def2-TZVPD.

Structure (ORCA input):
```
! wB97M-V def2-TZVPD RIJCOSX def2/J DEFGRID3
* xyz 0 1
C -0.497 -0.802 1.181
C 1.311 0.817 -1.953
C -1.961 0.753 -0.928
C 0.402 -0.412 2.343
N 0.448 0.173 -0.973
C -0.627 0.925 -0.233
C 0.718 -0.926 -0.323
N 1.467 -1.910 -0.422
O -0.308 1.938 0.379
H 1.657 -2.474 0.399
H -0.687 -1.879 1.152
H -1.503 -0.418 1.356
H 2.251 0.273 -2.047
H 1.491 1.842 -1.624
H 0.804 0.841 -2.919
H -2.721 1.338 -0.409
H -1.883 1.132 -1.951
H -2.270 -0.291 -0.972
H 0.632 0.656 2.304
H -0.077 -0.622 3.304
H 1.352 -0.955 2.334
*
```

For the gap between HOMO and LUMO, the calculation gives 9.40 eV. The HOMO energy comes out at -8.76 eV.

Arrangement B

Here is C6H12N2O in the gas phase from the OMol25 dataset. Energies are from ωB97M-V/def2-TZVPD.

Structure (ORCA input):
```
! wB97M-V def2-TZVPD RIJCOSX def2/J DEFGRID3
* xyz 0 1
C -0.093 -2.010 1.463
C 1.244 -1.174 -0.391
C 1.129 2.394 -0.462
C -1.934 0.281 -1.131
N 0.228 -0.879 0.605
C -0.433 0.440 1.011
C -0.708 0.765 -0.403
N -0.247 1.969 -0.643
O -0.980 0.761 2.030
H -0.770 -1.744 2.279
H -0.566 -2.814 0.889
H 0.826 -2.393 1.916
H 1.547 -0.290 -0.947
H 0.872 -1.923 -1.100
H 2.138 -1.578 0.094
H 1.860 1.644 -0.784
H 1.310 3.304 -1.044
H 1.306 2.710 0.572
H -1.728 0.306 -2.205
H -2.229 -0.722 -0.818
H -2.771 0.953 -0.931
*
```

As for the SMILES: C/N=C(/C)C(=O)N(C)C. For the gap between HOMO and LUMO, the calculation gives 8.48 eV. The HOMO energy comes out at -7.91 eV.

Arrangement C

Here is a 2-piece molecular cluster, C6H12N2O overall from the OMol25 dataset. Energies are from ωB97M-V/def2-TZVPD.

Structure (ORCA input):
```
! wB97M-V def2-TZVPD RIJCOSX def2/J DEFGRID3
* xyz 0 1
C 0.628 -1.134 -1.048
C -1.498 1.597 1.545
C 0.792 -0.227 -2.232
C -0.917 0.553 0.623
C 0.466 0.320 0.524
N 1.727 -1.877 -0.690
C 1.479 0.457 1.363
O -3.034 0.011 -0.113
N -1.632 -0.118 -0.250
H -3.321 -0.545 0.628
H -0.262 -1.750 -1.089
H 1.576 -2.536 0.061
H 2.569 -1.335 -0.534
H -1.693 1.171 2.533
H -0.791 2.416 1.665
H -2.416 2.027 1.143
H -0.086 0.406 -2.329
H 0.878 -0.832 -3.142
H 1.675 0.401 -2.127
H 1.348 0.574 2.438
H 2.515 0.421 1.033
*
```

For the gap between HOMO and LUMO (spin up / spin down), the calculation gives 8.21 / 8.21 eV. The HOMO energy (spin up / spin down) comes out at -7.76 / -7.76 eV.

Which of them is the most stable? Correct choice: arrangement A.

Arrangement A

Here is C6H12N2O as an isolated structure from the OMol25 dataset. Energies are from ωB97M-V/def2-TZVPD.

Structure (ORCA input):
```
! wB97M-V def2-TZVPD RIJCOSX def2/J DEFGRID3
* xyz 0 1
C 0.330 0.898 -1.349
C -1.440 -1.045 -1.226
C -0.368 1.092 -0.082
C -0.170 -0.404 -0.721
N 1.688 1.439 1.838
N 0.475 -2.353 0.583
C 0.803 -1.190 -0.025
C -1.401 1.829 0.345
O 0.850 0.521 1.189
H 1.787 1.146 2.806
H 2.604 1.427 1.393
H 1.162 -2.797 1.169
H -0.482 -2.497 0.863
H 1.407 1.039 -1.371
H -0.172 1.213 -2.258
H 1.861 -1.048 -0.184
H -1.234 -1.803 -1.987
H -2.015 -1.513 -0.422
H -2.085 -0.278 -1.653
H -1.994 1.534 1.201
H -1.608 2.791 -0.107
*
```

For the gap between HOMO and LUMO, the calculation gives 7.36 eV. The HOMO energy comes out at -6.73 eV.

Arrangement B

Here is C6H12N2O as an isolated structure from the OMol25 dataset. Energies are from ωB97M-V/def2-TZVPD.

Structure (ORCA input):
```
! wB97M-V def2-TZVPD RIJCOSX def2/J DEFGRID3
* xyz 0 1
C -0.944 -0.044 -0.490
C -1.887 -0.749 -1.440
C -0.783 1.444 -0.796
N 0.656 0.202 2.310
C 0.132 -0.531 1.253
C 0.796 -0.599 -0.616
C 1.882 0.144 -0.857
O 1.584 -0.514 3.120
N -1.139 -0.290 0.873
H 2.428 -0.074 2.952
H -0.067 0.616 2.896
H 0.547 -1.541 1.215
H 0.790 -1.629 -0.966
H -0.376 1.600 -1.795
H -1.814 -1.829 -1.321
H -2.908 -0.459 -1.180
H -1.691 -0.479 -2.477
H -0.143 1.930 -0.064
H -1.775 1.897 -0.723
H 1.993 1.146 -0.463
H 2.718 -0.240 -1.431
*
```

For the gap between HOMO and LUMO (spin up / spin down), the calculation gives 8.05 / 8.05 eV. The HOMO energy (spin up / spin down) comes out at -7.96 / -7.96 eV.

Which of them is the most stable? Correct choice: arrangement B.

Arrangement A

Here is C4H8O2 in the gas phase from the OMol25 dataset. Energies are from ωB97M-V/def2-TZVPD.

Structure (ORCA input):
```
! wB97M-V def2-TZVPD RIJCOSX def2/J DEFGRID3
* xyz 0 1
C -0.907 1.255 -0.109
C -0.067 0.047 -0.383
C 1.167 -0.109 0.841
O 0.474 0.024 -1.634
C -0.544 -1.253 -0.004
O -0.431 -2.139 -0.834
H -0.300 2.158 -0.213
H -1.720 1.309 -0.837
H -1.343 1.226 0.893
H 1.716 -1.017 0.982
H 0.812 0.220 1.789
H 1.865 0.606 0.471
H 0.366 -0.936 -1.895
H -1.101 -1.395 0.931
*
```

As for the SMILES: CC(C)(O)C=O. For the gap between HOMO and LUMO, the calculation gives 10.69 eV. The HOMO energy comes out at -9.81 eV.

Arrangement B

Here is C4H8O2 in the gas phase from the OMol25 dataset. Energies are from ωB97M-V/def2-TZVPD.

Structure (ORCA input):
```
! wB97M-V def2-TZVPD RIJCOSX def2/J DEFGRID3
* xyz 0 1
C 1.826 0.631 -0.168
C 0.901 -0.307 0.526
O 0.003 0.211 1.503
C -0.551 -0.313 0.307
C -1.303 0.641 -0.572
O -2.679 0.672 -0.277
H 1.293 1.518 -0.514
H 2.285 0.131 -1.027
H 2.622 0.936 0.512
H 1.369 -1.240 0.857
H -0.876 -1.362 0.301
H -1.280 0.358 -1.620
H -0.933 1.672 -0.504
H -2.656 0.791 0.678
*
```

As for the SMILES: C[C@H]1O[C@H]1CO. For the gap between HOMO and LUMO, the calculation gives 11.42 eV. The HOMO energy comes out at -10.36 eV.

Which of them is the most stable? Correct choice: arrangement A.